A molecular structure, C6H12O, computed with the ωB97M-V functional and the def2-TZVPD basis.

The geometry in XYZ format:
```
19
Properties=species:S:1:pos:R:3:forces:R:3:lowdin_charge:R:1
C 2.79050 -0.02909 0.25555 0.122 0.006 0.000 -0.126
C 1.41724 -0.40137 0.80996 -0.031 -0.022 0.028 -0.265
C 0.33914 0.27033 -0.03717 -0.002 0.059 -0.055 -0.198
C -1.05459 -0.33303 -0.08449 0.121 -0.058 -0.097 -0.267
C -1.80176 0.06053 -1.35054 0.166 -0.034 -0.338 -0.183
O -3.04989 0.11740 -0.64926 -0.202 0.037 -0.064 -0.111
C -2.32556 0.22043 0.59029 0.052 0.036 0.377 -0.146
H 2.86457 -0.34491 -0.79202 0.032 0.020 0.158 0.072
H 2.93889 1.05650 0.27358 0.000 -0.127 0.042 0.075
H 3.61241 -0.49611 0.80416 -0.097 0.058 0.003 0.068
H 1.33586 -0.11027 1.86392 -0.019 -0.047 -0.116 0.108
H 1.29064 -1.49119 0.77181 -0.002 0.138 0.000 0.107
H 0.68945 0.21452 -1.08124 0.010 0.104 0.175 0.114
H 0.27502 1.34240 0.19786 0.031 -0.146 -0.034 0.126
H -1.03105 -1.42380 0.02597 0.065 0.159 -0.050 0.145
H -1.75323 -0.62730 -2.19874 -0.327 0.007 0.043 0.123
H -1.50338 1.06671 -1.68741 -0.049 -0.130 -0.003 0.124
H -2.23276 1.27036 0.90462 0.026 -0.106 -0.026 0.120
H -2.80150 -0.36211 1.38315 0.104 0.045 -0.047 0.116
```
Forces are in eV/Å.

Calculated values
Relative energy (zero: lowest compared OMol25 entry of this formula, charge and spin)   152.2 kJ/mol
Strongest force on any atom   0.383 eV Å⁻¹
Multiplicity   1

A molecular structure, C24H23F4KN4 at a distorted geometry, computed with the ωB97M-V functional and the def2-TZVPD basis.

The geometry in XYZ format:
```
56
Properties=species:S:1:pos:R:3:forces:R:3:lowdin_charge:R:1
K -0.15982 -0.06139 0.00972 0.524 -0.937 0.080 0.836
C -2.39577 -1.17714 2.17340 -0.092 0.187 0.146 -0.079
C -2.51233 -2.01459 0.90921 -0.133 -0.147 0.015 -0.266
N -2.58967 -1.26808 -0.33573 0.163 0.260 0.133 -0.255
C -2.50729 -2.17621 -1.47476 -0.210 0.031 -0.132 -0.250
C -1.08216 -2.42144 -1.96158 -0.051 0.168 -0.243 -0.089
C -3.65880 -0.26601 -0.43134 -0.104 -0.085 -0.113 -0.169
C -3.43720 1.09687 0.25808 -0.219 -0.167 0.055 -0.262
N -2.09067 1.55288 0.04323 0.013 0.218 -0.030 -0.084
C -1.70046 2.75517 0.44116 0.085 0.250 0.002 -0.230
C -0.33221 3.14327 0.27645 -0.042 -0.037 -0.040 -0.151
F 0.53747 2.23862 -0.30381 -0.096 0.482 -0.058 -0.082
C 0.20031 4.34546 0.65273 0.015 0.130 0.062 -0.240
F 1.52188 4.54775 0.44062 -0.071 0.018 0.012 0.062
C -0.56208 5.33984 1.24535 0.127 -0.125 -0.069 0.028
C -1.89479 5.01895 1.42445 -0.104 -0.039 0.012 -0.237
F -2.71430 5.92438 1.99623 0.060 -0.026 -0.033 0.074
C -2.44116 3.81107 1.04976 -0.231 -0.036 0.060 -0.139
F -3.77227 3.64125 1.28056 0.085 -0.001 -0.005 0.051
H -2.00911 -1.78507 2.99144 -0.010 -0.028 0.004 0.079
H -3.36179 -0.78182 2.48268 -0.034 -0.053 0.003 0.074
H -1.74992 -0.30368 2.05868 0.021 -0.101 -0.031 0.047
H -3.37922 -2.69579 1.01083 0.030 0.051 0.007 0.124
H -1.63567 -2.66413 0.83194 0.043 -0.007 -0.014 0.081
H -3.08679 -1.74632 -2.29322 0.076 -0.020 -0.023 0.112
H -2.98870 -3.13941 -1.24380 0.019 0.002 0.012 0.118
H -0.60994 -1.48391 -2.27186 -0.073 -0.008 0.030 0.058
H -1.09229 -3.05035 -2.85320 0.000 -0.130 0.080 0.079
H -0.44623 -2.89361 -1.21576 0.025 -0.076 0.126 0.048
H -4.62069 -0.68989 -0.09425 -0.008 0.055 0.016 0.125
H -3.76477 -0.05707 -1.49713 -0.004 0.032 0.020 0.109
H -3.70467 1.03278 1.32161 0.094 -0.039 -0.002 0.096
H -4.20733 1.75324 -0.17119 0.065 -0.006 -0.046 0.113
H -0.14506 6.28508 1.54864 0.003 0.039 0.014 0.121
C 4.54924 0.78120 -0.18625 -0.037 -0.082 0.012 -0.030
C 3.20184 0.63223 0.17849 0.183 0.046 -0.008 -0.117
N 2.62491 -0.53192 0.39254 -0.022 0.246 -0.082 0.071
C 3.37078 -1.64307 0.26213 0.007 -0.136 0.060 -0.151
C 4.72826 -1.60277 -0.09421 0.031 -0.078 -0.013 -0.146
C 5.31311 -0.34637 -0.32697 -0.081 0.073 0.030 -0.007
C 5.48217 -2.82057 -0.20156 -0.064 0.014 0.022 -0.022
C 4.90787 -4.01056 0.05883 0.052 0.051 -0.023 -0.024
C 3.52728 -4.09279 0.44293 0.041 -0.075 -0.017 -0.147
C 2.91817 -5.32247 0.74360 -0.116 0.042 0.023 -0.010
C 1.60149 -5.33857 1.11881 0.049 0.020 -0.001 -0.043
C 0.91110 -4.12013 1.17334 -0.065 -0.017 -0.056 -0.135
N 1.44354 -2.95279 0.88533 -0.055 -0.040 -0.011 0.123
C 2.74553 -2.92969 0.53399 0.050 0.106 0.017 -0.147
H 4.94929 1.77151 -0.34816 0.040 0.006 -0.004 0.111
H 2.58523 1.51396 0.29649 -0.042 0.035 -0.004 0.098
H 6.35838 -0.28624 -0.60392 0.008 -0.007 -0.011 0.119
H 6.52401 -2.75406 -0.48690 0.027 -0.019 -0.006 0.115
H 5.47907 -4.92734 -0.01277 -0.003 -0.022 0.003 0.115
H 3.49186 -6.23818 0.68074 0.041 -0.008 -0.009 0.119
H 1.08923 -6.25687 1.36757 0.011 -0.027 0.001 0.107
H -0.13588 -4.11782 1.45659 -0.023 0.018 0.029 0.099
```
Forces are in eV/Å.

Calculated values
Strongest force on any atom   1.077 eV Å⁻¹
Multiplicity   1

2 unconnected molecules or ions with the total composition C8H15B at a distorted geometry, computed with the ωB97M-V functional and the def2-TZVPD basis.

The geometry in XYZ format:
```
24
Properties=species:S:1:pos:R:3:forces:R:3:lowdin_charge:R:1
B -1.65951 -1.24540 -0.41450 -3.125 3.657 -0.356 -0.108
C -2.07386 -0.49872 0.94083 0.496 -0.970 0.242 -0.076
C -2.56198 0.70691 0.60393 0.340 1.521 -1.989 -0.107
C -2.61284 0.89610 -0.96119 -1.316 1.272 1.107 -0.255
C -2.31316 -0.44005 -1.72063 2.131 2.134 1.627 -0.127
H -0.81054 -1.89609 -0.52097 2.558 -2.805 -0.193 0.005
H -1.76904 -0.86973 1.96742 -0.803 0.692 -1.189 0.100
H -2.89730 1.68464 1.11319 0.738 -2.022 0.008 0.129
H -3.66092 1.25528 -1.05711 0.305 -0.225 -0.616 0.095
H -2.02807 1.76074 -1.39314 -0.169 -0.838 0.985 0.118
H -1.62518 -0.07788 -2.57456 -0.861 -1.443 1.168 0.115
H -3.27559 -0.64456 -2.10033 -0.847 -1.217 -0.672 0.062
C 4.02503 0.36825 0.73298 0.317 0.411 1.601 -0.032
C 3.08788 -0.45237 1.10278 -3.489 -2.541 2.376 -0.199
C 1.68676 -0.77483 0.37589 6.624 -5.038 -2.287 -0.307
C 0.94736 0.42095 0.20291 -3.054 2.189 -1.290 -0.164
H 4.02186 0.79676 -0.21048 0.174 1.068 -1.639 0.036
H 4.63137 0.75112 1.55418 0.641 -0.278 -0.706 0.065
H 3.15156 -0.92244 2.10747 0.079 0.591 -0.433 0.094
H 2.33258 -1.04344 -0.58246 -2.016 0.511 0.611 0.132
H 1.20726 -1.86792 0.47821 0.782 2.840 0.862 0.140
H -0.01797 0.06745 -0.33756 1.343 1.431 1.069 0.053
H 1.46028 1.12805 -0.52978 -0.645 -0.674 1.309 0.111
H 0.75401 0.89718 1.22292 -0.202 -0.266 -1.596 0.118
```
Forces are in eV/Å.

Calculated values
Relative energy (zero: lowest compared OMol25 entry of this formula, charge and spin)   339.2 kJ/mol
Strongest force on any atom   8.631 eV Å⁻¹
Multiplicity   1
SMILES   B1C=CCC1.C=CCC

Number 1: molecular weight 100.161 g mol⁻¹, HOMO-LUMO gap 10.73 eV. Number 2: molecular weight 482.566 g mol⁻¹, HOMO-LUMO gap 5.82 eV. Number 3: molecular weight 122.020 g mol⁻¹, HOMO-LUMO gap 9.67 eV.